--- one ---
The following is a DFT calculation (ωB97M-V/def2-TZVPD) of a cluster of 2 separate species, C7H17NO3P in total.

Last column: Mulliken charge in e.
Atoms and positions in Å:
C  -0.8309  -2.8305  0.1165  -1.3131
C  -2.0970  0.8949  -0.0890  -1.1648
C  1.9417  1.8899  0.8413  -1.7320
C  1.5623  1.2419  -1.5565  -1.7693
C  -0.2518  -1.4218  -0.4033  -0.2689
C  -1.2634  0.1907  1.0543  -0.7138
C  1.7748  0.8664  -0.1446  1.4730
N  -0.1075  -0.5748  0.7298  -0.3586
O  2.5693  -1.1848  1.3839  -0.7124
O  2.7643  -1.4790  -1.1068  -0.7887
O  4.4467  -0.0042  0.1266  -0.7912
P  3.0454  -0.4704  -0.0346  0.9102
H  -0.1698  -3.1930  0.9284  0.3156
H  -1.8475  -2.8267  0.6572  0.2435
H  -0.8750  -3.7470  -0.5127  0.3885
H  -2.7411  1.6177  0.4910  0.3224
H  -1.4696  1.2067  -0.9721  0.2563
H  -2.5838  0.0553  -0.5540  0.3805
H  1.1623  2.6253  0.7827  0.4434
H  2.0661  1.6116  1.8440  0.4030
H  2.9324  2.5439  0.4793  0.2624
H  2.5859  1.3111  -1.9488  0.5120
H  1.1062  2.2393  -1.6104  0.3672
H  1.1244  0.4726  -2.1496  0.3101
H  -0.6964  -0.9079  -1.2256  0.4149
H  0.6693  -1.8119  -0.7710  0.2646
H  -2.0277  -0.3886  1.5261  0.4065
H  -0.9152  0.8216  1.9283  0.4450
H  1.6392  -1.2344  1.2528  0.4937

Summary:
LUMO energy (spin up / spin down), eV: 3.294 / 3.050
Gap between HOMO and LUMO (spin up / spin down), eV: 8.1 / 7.1
Total charge: -1
HOMO energy (spin up / spin down), eV: -4.8 / -4.1


--- two ---
The following is a DFT calculation (ωB97M-V/def2-TZVPD) of a cluster of 2 separate species, C7H17NO3P in total.

Last column: Mulliken charge in e.
Atoms and positions in Å:
C  -0.1263  2.8675  0.6063  -0.7369
C  0.3431  -2.5475  1.8524  -1.2367
C  -0.5109  -1.8970  -2.1694  -1.2120
C  -1.6156  -0.3168  -0.8793  -0.7018
C  1.3373  2.7570  0.3834  -0.4478
C  0.5020  -1.1056  1.3185  -0.4781
C  0.4975  -1.0649  -0.2271  0.6928
N  -0.7141  -1.4433  -0.8406  0.0429
O  3.0902  0.0140  -0.1447  -0.7778
O  1.6282  -2.1061  -0.5857  -0.5950
O  2.0849  -0.1446  -2.4564  -0.7489
P  2.0820  -0.5391  -1.0676  0.7141
H  -0.7480  2.8566  -0.2758  0.2347
H  -0.2132  2.0978  1.2618  0.1255
H  -0.5754  3.7321  1.1393  0.3553
H  -0.8379  -2.7286  1.8762  0.2105
H  0.7678  -3.1757  1.1607  0.3286
H  0.8028  -2.8582  2.8255  0.3307
H  0.0046  -2.8808  -2.0332  0.2706
H  -1.6611  -1.9910  -2.5204  0.3395
H  -0.0840  -1.2760  -2.8641  0.4885
H  -2.7180  -0.4855  -0.9816  0.2746
H  -1.4760  0.2951  0.1049  0.1438
H  -1.4010  0.3132  -1.7763  0.2977
H  2.0189  2.7236  1.2644  0.2547
H  1.4211  1.8856  -0.1599  -0.1583
H  1.5360  -0.6289  1.5566  0.3013
H  -0.2590  -0.5462  1.7977  0.3500
H  1.6899  3.5885  -0.2258  0.3376

Summary:
LUMO energy, eV: 3.536
Gap between HOMO and LUMO, eV: 7.8
Total charge: -1
HOMO energy, eV: -4.2


Energies, relative to the best one, in kJ/mol: one 73.7; two 0.0.


--- one ---
The following is a DFT calculation (ωB97M-V/def2-TZVPD) of a cluster of 2 separate species, C11H15N in total.

Last column: Löwdin spin population.
Atoms and positions in Å:
C  4.2395  0.2284  -0.4628  0.0084
C  3.0819  -0.3459  0.3415  0.0192
H  4.6411  1.1008  0.0335  0.0014
H  5.0459  -0.5104  -0.4385  0.0005
H  3.9346  0.5305  -1.4638  0.0020
H  3.3509  -0.7108  1.3368  0.0040
H  2.7251  -1.2564  -0.1475  0.0032
H  2.1895  0.2640  0.5086  0.0047
C  -1.7162  -1.4992  2.3102  0.0017
C  -1.6235  -0.1775  0.0099  0.0625
C  -1.4362  -0.3270  1.4118  0.0413
C  -1.2410  1.1456  -0.3462  0.0141
C  -0.8694  0.8650  1.8532  0.1709
C  -2.0962  -1.0790  -0.9871  0.2053
C  -2.1364  -0.6732  -2.3329  0.0573
C  -1.7854  0.6088  -2.6793  0.1130
C  -1.3503  1.5189  -1.6911  0.1642
N  -0.7622  1.7395  0.7824  0.0280
H  -2.5978  -1.9913  -0.6701  0.0234
H  -2.3191  -1.4060  -3.1114  -0.0008
H  -1.7766  0.9860  -3.6958  0.0050
H  -2.2380  -2.2683  1.7425  0.0007
H  -2.5531  -1.1919  2.9643  0.0019
H  -0.4869  1.0267  2.8526  0.0361
H  -0.2767  2.6161  0.8806  0.0050
H  -1.0664  2.5310  -1.9590  0.0218
H  -0.8772  -1.7241  2.9574  0.0052

Summary:
LUMO energy (spin up / spin down), eV: 3.605 / 3.477
Gap between HOMO and LUMO (spin up / spin down), eV: 2.8 / 6.2
Total charge: -1
Multiplicity: 2
HOMO energy (spin up / spin down), eV: 0.8 / -2.7


--- two ---
The following is a DFT calculation (ωB97M-V/def2-TZVPD) of a cluster of 2 separate species, C11H15N in total.

Last column: Löwdin spin population.
Atoms and positions in Å:
C  1.0113  0.1647  2.1453  0.0146
C  1.3996  -1.3585  2.3996  0.0120
H  1.7744  0.9236  2.3434  0.0016
H  0.6754  0.1574  1.1074  0.0026
H  0.2247  0.4533  2.8344  0.0044
H  2.1508  -1.4850  3.1664  0.0004
H  1.8476  -1.6170  1.4247  0.0017
H  0.4539  -1.8349  2.6540  0.0042
C  0.7291  -2.0662  -1.6150  0.0116
C  -1.4374  0.7062  -0.4398  0.0621
C  -0.4628  0.3358  -1.3246  0.0526
C  -0.4451  -1.1463  -1.3932  0.0370
C  -1.6436  -1.5013  -0.8238  0.1014
C  -1.2688  1.9079  0.2804  0.1738
C  -0.5149  2.8868  -0.4316  0.0474
C  0.4183  1.2456  -1.9037  0.2457
C  0.2380  2.6392  -1.5964  0.1224
N  -2.2916  -0.3991  -0.2223  0.0064
H  -2.7159  -0.5726  0.6733  0.0056
H  -1.8311  2.0290  1.1923  0.0201
H  -2.1033  -2.4611  -0.6351  0.0191
H  -0.4891  3.8662  0.0425  0.0055
H  1.0481  0.7392  -2.6639  0.0238
H  0.9481  -2.1074  -2.6775  0.0006
H  0.3837  -3.0242  -1.2310  0.0039
H  0.3060  3.4307  -2.3405  0.0143
H  1.5946  -1.9122  -0.9653  0.0051

Summary:
LUMO energy (spin up / spin down), eV: 3.830 / 3.642
Gap between HOMO and LUMO (spin up / spin down), eV: 3.2 / 6.7
Total charge: -1
Multiplicity: 2
HOMO energy (spin up / spin down), eV: 0.6 / -3.0


--- three ---
The following is a DFT calculation (ωB97M-V/def2-TZVPD) of a cluster of 2 separate species, C11H15N in total.

Last column: Löwdin spin population.
Atoms and positions in Å:
C  0.9636  0.7462  2.1387  0.0002
C  -0.6973  -0.6470  0.7890  0.0704
C  0.5997  -0.3746  1.2379  0.0331
C  -0.6181  -1.9047  0.1066  0.0140
C  1.4745  -1.2632  0.7721  0.1501
C  -1.8996  0.1333  1.0362  0.2501
C  -3.0706  -0.6086  0.7806  0.0603
C  -2.9440  -1.8635  0.0564  0.1234
C  -1.7866  -2.5174  -0.3565  0.1689
N  0.7292  -2.1227  -0.1000  0.0200
H  -1.8228  1.1965  1.4900  0.0290
H  -4.0103  -0.3245  1.1122  0.0006
H  -3.9360  -2.2678  -0.2595  0.0082
H  0.1950  0.4474  3.0751  0.0033
H  0.6220  1.7308  1.8618  0.0011
H  2.5248  -1.2840  0.7784  0.0258
H  1.0532  -2.9325  -0.7112  0.0009
H  -1.8203  -3.2931  -0.9461  0.0236
H  1.9927  0.7951  2.4843  0.0020
C  1.4799  2.8488  -2.1539  0.0040
C  1.6157  1.3671  -1.6917  0.0067
H  1.4636  3.3303  -1.2124  0.0007
H  2.2593  2.9705  -2.9362  0.0003
H  0.5428  3.0060  -2.6350  0.0012
H  1.4354  0.5948  -2.3917  0.0007
H  0.9051  1.1155  -0.9150  -0.0003
H  2.7492  1.1213  -1.4101  0.0018

Summary:
LUMO energy (spin up / spin down), eV: 3.641 / 3.573
Gap between HOMO and LUMO (spin up / spin down), eV: 3.0 / 6.5
Total charge: -1
Multiplicity: 2
HOMO energy (spin up / spin down), eV: 0.7 / -3.0


--- four ---
The following is a DFT calculation (ωB97M-V/def2-TZVPD) of a cluster of 2 separate species, C11H15N in total.

Last column: Löwdin spin population.
Atoms and positions in Å:
C  -0.3827  0.0221  3.0092  -0.0025
C  -0.6293  0.2944  0.4520  0.0692
C  -0.8809  -0.4161  1.6648  0.0310
C  -1.3592  -0.3485  -0.5656  0.0218
C  -1.7337  -1.4539  1.3774  0.1551
C  0.0363  1.9509  -1.2313  0.0567
C  -0.5874  1.2190  -2.2243  0.1184
C  0.0595  1.5003  0.1054  0.2216
C  -1.2714  -0.0041  -1.9318  0.2012
N  -2.0725  -1.3661  0.0174  0.0194
H  0.6113  2.8202  -1.5318  -0.0008
H  -0.5373  1.5218  -3.2698  0.0060
H  0.7295  1.9452  0.8316  0.0280
H  -1.8137  -0.5885  -2.6620  0.0242
H  -0.8293  -0.5964  3.7867  0.0014
H  -0.6032  1.0788  3.1274  0.0036
H  -2.1167  -2.2407  2.0011  0.0263
H  -2.4705  -2.1480  -0.4700  0.0027
H  0.6956  -0.1117  3.1380  0.0005
C  3.5285  -0.1330  -1.1583  0.0029
C  3.3749  -0.9445  0.1227  0.0069
H  4.3305  0.5933  -1.0719  0.0003
H  3.8690  -0.8038  -1.9575  0.0005
H  2.6151  0.3702  -1.4697  0.0015
H  2.5794  -1.6759  0.0089  0.0021
H  3.1969  -0.3996  1.0443  0.0014
H  4.2618  -1.5871  0.2598  0.0007

Summary:
LUMO energy (spin up / spin down), eV: 3.806 / 3.714
Gap between HOMO and LUMO (spin up / spin down), eV: 3.1 / 6.6
Total charge: -1
Multiplicity: 2
HOMO energy (spin up / spin down), eV: 0.7 / -2.9


Energies, relative to the best one, in kJ/mol: one 46.3; two 174.4; three 203.8; four 0.0.